Density functional theory data (ωB97M-V/def2-TZVPD) for a molecular structure, C19H20F30InN6O20S10 in a non-equilibrium geometry.

The value obtained for the strongest force on any atom is 0.145 hartree/bohr. As for the net charge: -1. As for the LUMO energy: -0.1448 Ha.

Structure (XYZ):
```
106
Properties=species:S:1:pos:R:3:lowdin_charge:R:1
In -2.176 0.088 0.707 1.350
C 3.324 -2.120 0.030 -0.091
C 3.852 -1.056 -0.912 -0.188
C 5.161 -1.448 -1.707 -0.075
N 5.762 -0.236 -2.417 -0.235
C 6.545 0.734 -1.510 -0.085
C 7.814 0.064 -0.996 -0.146
C 8.787 -0.623 -2.093 -0.151
C 7.974 -1.447 -3.118 -0.138
C 6.637 -0.730 -3.510 -0.146
C 4.729 0.671 -3.153 0.040
H 2.326 -1.921 0.419 0.049
H 3.906 -2.204 0.947 0.081
H 3.281 -3.156 -0.304 0.080
H 3.907 -0.170 -0.279 0.106
H 3.085 -0.903 -1.671 0.099
H 5.154 -2.245 -2.450 0.132
H 5.895 -1.909 -1.046 0.119
H 6.001 1.079 -0.631 0.141
H 6.727 1.615 -2.126 0.133
H 7.509 -0.766 -0.359 0.098
H 8.499 0.620 -0.356 0.119
H 9.769 -0.971 -1.774 0.111
H 9.105 0.333 -2.510 0.097
H 7.716 -2.424 -2.711 0.106
H 8.583 -1.624 -4.004 0.116
H 5.969 -1.336 -4.122 0.133
H 6.896 0.059 -4.216 0.129
H 5.321 1.327 -3.791 0.099
H 4.276 1.402 -2.483 0.091
H 4.045 0.094 -3.774 0.125
C 1.666 2.685 -1.241 -0.601
F 2.337 1.936 -0.400 0.132
F 1.096 3.706 -0.609 0.140
F 2.428 3.040 -2.309 0.107
S 0.226 1.507 -1.958 0.668
O 0.338 1.691 -3.422 -0.303
O 0.566 0.209 -1.439 -0.332
N -1.163 2.078 -1.124 -0.308
S -1.633 3.181 -2.136 0.618
O -0.651 4.271 -2.364 -0.282
O -2.503 2.660 -3.201 -0.296
C -2.901 3.957 -0.936 -0.809
F -3.788 4.676 -1.579 0.163
F -3.445 3.072 -0.268 0.179
F -2.363 4.813 -0.110 0.167
C 1.368 -0.294 4.021 -0.639
F 0.778 0.260 4.943 0.227
F 2.686 -0.482 4.332 0.126
F 0.783 -1.498 3.663 0.098
S 1.221 0.973 2.532 0.713
O 2.281 1.952 2.799 -0.294
O 1.558 0.237 1.344 -0.322
N -0.476 1.528 2.596 -0.286
S -0.311 2.918 3.205 0.538
O 0.119 2.910 4.616 -0.292
O 0.395 3.817 2.329 -0.296
C -2.093 3.739 3.232 -0.666
F -2.730 3.449 4.339 0.166
F -1.930 5.029 3.070 0.176
F -2.723 3.242 2.176 0.098
C -0.491 -3.774 -1.166 -0.699
F 0.505 -4.590 -1.375 0.166
F -0.130 -2.590 -1.631 0.125
F -1.474 -4.310 -1.836 0.172
S -0.825 -3.472 0.698 0.677
O -0.518 -4.735 1.346 -0.268
O -0.015 -2.366 1.178 -0.338
N -2.437 -2.824 0.711 -0.305
S -3.212 -4.098 1.171 0.603
O -3.173 -5.238 0.219 -0.299
O -3.061 -4.402 2.601 -0.295
C -5.183 -3.436 0.947 -0.566
F -5.759 -4.142 -0.056 0.120
F -5.815 -3.651 2.105 0.135
F -5.173 -2.167 0.618 0.108
C -2.449 0.071 5.929 -0.567
F -1.768 1.259 5.660 0.084
F -1.580 -0.735 6.642 0.102
F -3.471 0.315 6.692 0.156
S -3.040 -0.896 4.403 0.699
O -1.824 -1.144 3.567 -0.385
O -3.729 -2.087 4.853 -0.246
N -3.905 0.215 3.423 -0.290
S -5.374 0.003 3.902 0.628
O -6.150 -1.065 3.251 -0.282
O -5.518 0.086 5.405 -0.318
C -6.201 1.693 3.362 -0.588
F -6.687 1.669 2.111 0.109
F -7.262 2.016 4.126 0.118
F -5.344 2.739 3.464 0.097
C -5.953 1.661 -2.671 -0.644
F -7.262 1.651 -2.716 0.182
F -5.450 1.369 -3.863 0.146
F -5.540 2.860 -2.388 0.183
S -5.395 0.274 -1.339 0.733
O -5.263 0.856 -0.013 -0.350
O -6.326 -0.852 -1.331 -0.275
N -3.726 -0.220 -1.754 -0.278
S -3.887 -1.276 -2.838 0.535
O -3.581 -2.574 -2.251 -0.266
O -5.088 -1.157 -3.623 -0.276
C -2.527 -0.829 -4.203 -0.511
F -2.473 0.501 -4.588 0.080
F -1.270 -1.050 -3.660 0.059
F -2.716 -1.619 -5.262 0.137
```